Record 1
A single C20H23N3O3 molecule at a distorted geometry, computed with the ωB97M-V functional and the def2-TZVPD basis.

ORCA input file:
```
! wB97M-V def2-TZVPD RIJCOSX def2/J DEFGRID3
* xyz 0 1
C 1.808 2.029 3.340
C 0.837 0.936 3.826
C 0.214 1.330 5.153
C -0.228 0.617 2.766
O -1.429 0.508 2.950
N 0.214 0.295 1.509
C -0.559 -0.348 0.442
C -0.626 -1.881 0.721
C 0.738 -2.457 0.947
C 1.428 -3.048 -0.123
C 2.653 -3.657 0.046
C 3.158 -3.762 1.356
C 2.512 -3.160 2.426
C 1.287 -2.496 2.230
C -0.007 -0.057 -0.963
O 1.023 0.609 -1.100
N -0.718 -0.390 -2.097
C -0.347 0.154 -3.390
C -1.285 1.267 -3.790
C -1.223 2.523 -3.178
C -2.035 3.544 -3.718
C -2.956 3.306 -4.712
C -3.031 2.001 -5.260
C -2.211 0.996 -4.762
N -2.001 -0.884 -1.901
O -2.370 -1.787 -2.655
H 2.155 1.803 2.309
H 1.290 2.997 3.282
H 2.674 2.186 4.027
H 1.412 0.057 4.040
H -0.307 0.481 5.609
H -0.541 2.113 4.986
H 0.959 1.732 5.872
H 1.240 0.329 1.375
H -1.547 0.103 0.425
H -1.201 -2.023 1.650
H -1.144 -2.428 -0.076
H 0.989 -2.976 -1.129
H 3.205 -4.046 -0.793
H 4.089 -4.283 1.533
H 2.911 -3.285 3.402
H 0.725 -2.153 3.110
H -0.366 -0.659 -4.115
H 0.668 0.580 -3.454
H -0.511 2.804 -2.357
H -1.936 4.575 -3.375
H -3.599 4.119 -5.060
H -3.699 1.778 -6.082
H -2.309 0.010 -5.247
*
```

## Properties
SMILES string = CC(C)C(=O)N[C@H](Cc1ccccc1)C(=O)N(Cc1ccccc1)N=O

Record 2
A single C18H24N2O6 molecule, computed with the ωB97M-V functional and the def2-TZVPD basis.

ORCA input file:
```
! wB97M-V def2-TZVPD RIJCOSX def2/J DEFGRID3
* xyz 0 1
C -7.325 -1.191 0.269
C -6.012 -1.952 0.379
O -4.934 -1.232 -0.219
C -4.385 -0.260 0.542
O -4.699 -0.031 1.687
N -3.442 0.442 -0.131
C -2.689 1.470 0.550
C -1.204 1.085 0.592
N -0.741 0.836 -0.754
C 0.046 1.638 -1.502
O 0.231 1.452 -2.687
C 0.721 2.814 -0.787
O 1.418 2.387 0.380
C 2.728 2.673 0.471
O 3.325 3.364 -0.305
C 3.332 1.952 1.656
C 3.753 0.601 1.132
C 5.055 0.375 0.717
C 5.438 -0.849 0.195
C 4.505 -1.873 0.070
O 4.766 -3.112 -0.426
C 6.070 -3.397 -0.873
C 3.189 -1.644 0.477
C 2.821 -0.423 0.996
C -1.478 -0.231 -1.404
C -2.966 0.135 -1.461
H -8.131 -1.796 0.673
H -7.262 -0.265 0.834
H -7.540 -0.958 -0.772
H -5.773 -2.141 1.431
H -6.054 -2.895 -0.170
H -3.093 1.571 1.559
H -2.810 2.417 0.011
H -0.619 1.867 1.068
H -1.091 0.162 1.171
H 1.430 3.268 -1.486
H -0.027 3.560 -0.497
H 2.584 1.848 2.441
H 4.193 2.513 2.015
H 5.787 1.165 0.798
H 6.462 -0.987 -0.114
H 6.042 -4.425 -1.230
H 6.800 -3.317 -0.060
H 6.367 -2.737 -1.694
H 2.475 -2.445 0.370
H 1.798 -0.255 1.301
H -1.077 -0.356 -2.410
H -1.341 -1.154 -0.833
H -3.548 -0.688 -1.871
H -3.093 1.020 -2.096
*
```

## Properties
SMILES string = CCOC(=O)N1CCN(C(=O)COC(=O)Cc2ccc(OC)cc2)CC1

Record 3
A single C14H19N5O4 molecule at a distorted geometry, computed with the ωB97M-V functional and the def2-TZVPD basis.

ORCA input file:
```
! wB97M-V def2-TZVPD RIJCOSX def2/J DEFGRID3
* xyz 0 1
C 5.173 2.115 -0.286
C 4.524 0.761 -0.193
O 4.803 -0.092 0.606
O 3.581 0.616 -1.136
C 2.892 -0.628 -1.176
C 1.791 -0.698 -0.110
C 0.757 0.414 -0.331
C 0.135 0.908 0.980
N -1.050 1.677 0.712
C -1.275 3.025 0.825
N -2.443 3.410 0.423
C -3.069 2.263 -0.008
C -4.301 1.951 -0.570
N -4.578 0.707 -0.904
C -3.665 -0.255 -0.685
N -4.012 -1.520 -1.002
N -2.454 -0.088 -0.143
C -2.191 1.169 0.172
C 1.151 -2.089 -0.165
O 0.156 -2.229 0.842
C -1.064 -2.642 0.484
C -1.984 -2.682 1.670
O -1.374 -2.946 -0.641
H 6.221 1.985 -0.547
H 4.678 2.721 -1.038
H 5.130 2.603 0.685
H 2.465 -0.692 -2.178
H 3.612 -1.439 -1.022
H 2.262 -0.570 0.870
H 1.230 1.255 -0.842
H -0.046 0.036 -0.968
H -0.147 0.047 1.593
H 0.840 1.530 1.538
H -0.530 3.687 1.224
H -5.068 2.688 -0.764
H -4.827 -1.642 -1.575
H -3.267 -2.202 -1.041
H 1.909 -2.859 0.014
H 0.686 -2.262 -1.142
H -2.605 -1.789 1.630
H -2.631 -3.552 1.606
H -1.414 -2.691 2.593
*
```

## Properties
SMILES string = CC(=O)OCC(CCn1cnc2cnc(N)nc21)COC(C)=O

Record 4
A single C3H5NO2 molecule, computed with the ωB97M-V functional and the def2-TZVPD basis.

ORCA input file:
```
! wB97M-V def2-TZVPD RIJCOSX def2/J DEFGRID3
* xyz 0 1
O -0.872 0.412 -2.468
C -0.478 0.181 -1.359
N -0.021 1.086 -0.408
C 0.088 0.428 0.881
C 0.154 -1.048 0.469
O -0.451 -1.072 -0.825
H 0.679 1.739 -0.723
H 0.954 0.767 1.452
H -0.816 0.636 1.466
H -0.422 -1.713 1.115
H 1.186 -1.414 0.402
*
```

## Properties
SMILES string = O=C1NCCO1

Record 5
A gas-phase ion, C4H11N2 (charge +2) at a distorted geometry, computed with the ωB97M-V functional and the def2-TZVPD basis.

ORCA input file:
```
! wB97M-V def2-TZVPD RIJCOSX def2/J DEFGRID3
* xyz 2 2
C -0.932 -0.413 1.087
C -0.416 0.907 0.544
C 0.255 0.822 -0.842
C -0.509 0.508 -1.966
N 1.603 0.654 -0.824
N 0.168 -1.467 1.287
H -1.449 -0.267 2.025
H -1.589 -0.896 0.366
H -1.184 1.682 0.548
H 0.380 1.330 1.159
H -0.108 0.446 -2.980
H -1.569 0.285 -2.066
H 2.201 1.485 -0.727
H 1.964 0.120 -1.611
H 0.624 -1.429 2.202
H -0.287 -2.384 1.268
H 0.847 -1.382 0.533
*
```

Record 6
A molecular structure, C16H30N2O2P2Tc at a distorted geometry, computed with the ωB97M-V functional and the def2-TZVPD basis.

ORCA input file:
```
! wB97M-V def2-TZVPD RIJCOSX def2/J DEFGRID3
* xyz 0 4
Tc -0.137 -0.238 -0.254
P 0.126 -1.186 -2.273
P -0.805 1.127 2.447
N 1.570 0.312 0.076
H -0.533 1.071 -1.145
C -0.259 -0.248 -3.750
H -0.061 -0.926 -4.585
H 0.392 0.631 -3.787
H -1.306 0.072 -3.733
C -0.819 -2.713 -2.391
H -0.644 -3.130 -3.385
H -1.880 -2.513 -2.221
H -0.472 -3.395 -1.609
C 1.835 -1.715 -2.434
H 1.884 -2.265 -3.376
H 2.107 -2.354 -1.588
H 2.485 -0.836 -2.455
C -1.161 2.879 2.447
H -1.173 3.271 3.480
H -2.140 2.971 1.954
H -0.383 3.377 1.842
C -1.633 0.117 3.690
H -1.524 0.608 4.664
H -1.149 -0.864 3.790
H -2.681 0.000 3.400
C 0.924 1.051 3.111
H 0.881 1.492 4.140
H 1.654 1.651 2.532
H 1.323 0.023 3.232
C 2.871 0.519 0.166
C 4.911 1.724 -0.461
C 3.535 1.610 -0.515
C 3.689 -0.461 0.840
C 5.064 -0.319 0.878
C 5.671 0.771 0.239
H 5.399 2.560 -0.973
H 2.912 2.325 -1.063
H 3.175 -1.308 1.306
H 5.651 -1.073 1.406
H 6.754 0.874 0.272
C -3.204 -0.630 -0.263
O -2.066 -1.412 -0.185
C -3.441 0.079 -1.604
H -4.467 0.464 -1.642
H -3.314 -0.615 -2.435
H -2.757 0.931 -1.743
C -4.435 -1.432 0.126
H -5.282 -0.774 0.302
H -4.332 -2.058 1.028
H -4.696 -2.079 -0.723
O -3.728 0.911 1.505
C -2.871 0.458 0.755
N -1.461 0.664 0.966
*
```

no.,DFT total energy (a.u.)
1,-1165.8311
2,-1261.2952
3,-1119.7103
4,-322.5616
5,-267.7854
6,-1651.0672